[1]
DFT (ωB97M-V with the def2-TZVPD basis set) results for a single C3H4O2 molecule in a non-equilibrium geometry.

Element x y z (Å)
O: 1.0936 1.7589 0.6603
C: 0.1291 1.0601 0.6847
C: 0.1252 -0.3921 0.3640
C: -0.2524 -0.6893 -1.0611
O: -1.2961 -1.1638 -1.3936
H: -0.8509 1.5365 0.8796
H: -0.5537 -0.9445 1.0580
H: 1.0875 -0.7906 0.5905
H: 0.5177 -0.3751 -1.7823

Calculated values
Kohn-Sham gap = 10.57 eV
E_tot = -267.15674 Ha
multiplicity = 1
HOMO level = -10.2 eV

=====

[2]
DFT (ωB97M-V with the def2-TZVPD basis set) results for a single C3H4O2 molecule.

Element x y z (Å)
C: -0.8560 0.6411 -0.5220
C: 0.1472 -0.4576 -0.3079
O: 0.3008 -1.3832 -1.0745
C: 1.0305 -0.4843 0.9426
O: 1.0372 0.3564 1.8045
H: -1.7405 0.1911 -0.9782
H: -0.4541 1.3783 -1.2266
H: -1.1196 1.1586 0.4021
H: 1.6544 -1.4004 0.9598

Calculated values
Kohn-Sham gap = 9.45 eV
E_tot = -267.16657 Ha
multiplicity = 1
HOMO level = -10.0 eV

=====

[3]
DFT (ωB97M-V with the def2-TZVPD basis set) results for a molecular structure, C3H4O2 in a non-equilibrium geometry.

Element x y z (Å)
C: -1.0906 -0.2373 -0.1497
C: 0.4180 -0.5516 -0.2837
C: 0.4777 0.8679 0.3165
H: 0.6811 -0.9864 -1.3483
H: 0.4696 -1.4777 0.4938
H: 1.3047 0.6574 1.1652
H: 0.6818 1.7721 -0.2276
O: -2.0622 -0.8449 -0.5336
O: -0.8801 0.8004 0.5674

Calculated values
Kohn-Sham gap = 10.94 eV
E_tot = -267.11766 Ha
multiplicity = 1
HOMO level = -10.1 eV

=====

[4]
DFT (ωB97M-V with the def2-TZVPD basis set) results for 2 unconnected molecules or ions with the total composition C3H4O2 in a non-equilibrium geometry.

Element x y z (Å)
C: 2.7040 0.6591 -0.0259
C: -1.8699 -0.7052 -0.3617
C: -0.8727 0.2217 0.2181
O: 3.0529 -0.4454 -0.2530
O: -1.7471 0.6988 -0.6285
H: 3.2127 1.4575 0.6289
H: -1.3650 -1.2473 -1.0517
H: -2.5969 -1.1659 0.2759
H: -0.5180 0.5267 1.1979

Calculated values
Kohn-Sham gap (alpha / beta) = 9.13 / 7.77 eV
E_tot = -266.96039 Ha
multiplicity = 1
HOMO level (alpha / beta) = -8.3 / -7.7 eV

=====

[5]
DFT (ωB97M-V with the def2-TZVPD basis set) results for a single C3H4O2 molecule in a non-equilibrium geometry.

Element x y z (Å)
O: 1.1142 -1.5665 -0.7831
C: 0.5595 -0.6483 -0.1451
C: 0.3286 0.8202 -0.6086
O: -0.7884 0.8857 0.1907
C: -0.5176 -0.3641 0.8564
H: 0.0570 0.5870 -1.7689
H: 0.9939 1.7091 -0.4317
H: -0.3499 -0.2745 1.8793
H: -1.3972 -1.1485 0.8109

Calculated values
Kohn-Sham gap = 10.59 eV
E_tot = -267.09933 Ha
multiplicity = 1
HOMO level = -10.1 eV

=====

[6]
DFT (ωB97M-V with the def2-TZVPD basis set) results for a single C3H4O2 molecule.

Element x y z (Å)
C: 1.0012 -0.7044 -0.0922
C: 0.0331 0.1907 0.1051
O: 0.2401 1.4187 0.6525
C: -1.3819 -0.0057 -0.3302
O: -1.8633 -1.0801 -0.6018
H: 2.0434 -0.4219 0.0420
H: 0.7685 -1.7134 -0.4028
H: 1.1196 1.3792 1.0499
H: -1.9608 0.9369 -0.4226

Calculated values
Kohn-Sham gap = 9.80 eV
E_tot = -267.14999 Ha
multiplicity = 1
HOMO level = -9.6 eV

=====

[7]
DFT (ωB97M-V with the def2-TZVPD basis set) results for a single C3H4O2 molecule in a non-equilibrium geometry.

Element x y z (Å)
C: 1.7650 -0.1708 0.1720
C: 0.3468 -0.1274 -0.1279
C: -0.7694 -0.5413 0.0647
O: -2.3216 -0.5430 0.0273
O: -2.7462 0.8073 -0.0220
H: 1.9779 -1.0861 0.6674
H: 2.3527 0.1221 -0.7350
H: 1.8969 0.5999 0.9048
H: -2.5021 0.9394 -0.9514

Calculated values
Kohn-Sham gap = 10.30 eV
E_tot = -266.95616 Ha
multiplicity = 1
HOMO level = -9.9 eV

=====

[8]
DFT (ωB97M-V with the def2-TZVPD basis set) results for a molecular structure, C3H4O2 in a non-equilibrium geometry.

Element x y z (Å)
C: -0.0470 0.7405 -0.4918
C: 0.8772 -0.0538 -0.9697
C: 0.0134 -0.0825 0.7407
O: 0.9774 -0.9172 0.0694
O: -1.2452 -0.5579 1.1509
H: -0.8532 1.4738 -0.7464
H: 1.5753 -0.2379 -1.7295
H: 0.5110 0.2393 1.5890
H: -1.8090 -0.6042 0.3875

Calculated values
Kohn-Sham gap = 10.17 eV
E_tot = -267.09879 Ha
multiplicity = 1
HOMO level = -9.2 eV

=====

[9]
DFT (ωB97M-V with the def2-TZVPD basis set) results for a single C3H4O2 molecule in a non-equilibrium geometry.

Element x y z (Å)
O: -3.1208 -0.4114 -0.1826
C: -2.0371 0.0024 0.1683
C: -0.7762 -0.6979 0.1191
C: 0.3974 -0.1533 -0.0359
O: 1.7658 -0.8180 -0.1344
H: -1.9099 0.9898 0.5851
H: -0.9986 -1.7349 0.3729
H: 0.6808 0.8949 0.0302
H: 2.3494 -0.0711 -0.0861

Calculated values
Kohn-Sham gap = 10.48 eV
E_tot = -267.11987 Ha
multiplicity = 1
HOMO level = -10.1 eV

=====

[10]
DFT (ωB97M-V with the def2-TZVPD basis set) results for 2 unconnected molecules or ions with the total composition C3H4O2 in a non-equilibrium geometry.

Element x y z (Å)
O: -1.5644 -0.5350 -0.9229
C: -0.5434 -0.6206 -1.5425
O: 0.5457 0.1374 -1.2563
H: -0.2790 -1.3618 -2.3350
H: 1.3813 -0.0361 -1.6810
C: -0.1815 0.9665 1.5751
C: 0.5535 0.2898 2.2427
H: -1.0595 1.3638 1.0409
H: 1.1473 -0.2040 2.8791

Calculated values
Kohn-Sham gap = 10.79 eV
E_tot = -267.09682 Ha
multiplicity = 1
HOMO level = -10.2 eV

=====

[11]
DFT (ωB97M-V with the def2-TZVPD basis set) results for a molecular structure, C3H4O2S in a non-equilibrium geometry.

Element x y z (Å)
C: -0.3846 0.0063 0.5529
C: 0.4449 -1.0245 -0.0513
C: 0.7189 0.9710 0.1224
H: -1.5298 0.8162 -1.3575
H: -0.5260 -0.0038 1.6217
H: 0.0078 -1.5536 -0.9673
H: 0.8104 -1.7591 0.6477
O: 1.4457 -0.1238 -0.4112
O: 0.9454 2.1275 -0.0171
S: -1.9327 0.5436 -0.1402

Calculated values
Kohn-Sham gap = 10.50 eV
E_tot = -665.34729 Ha
multiplicity = 1
HOMO level = -9.8 eV

=====

[12]
DFT (ωB97M-V with the def2-TZVPD basis set) results for a molecular structure, C3H4O2Tb in a non-equilibrium geometry.

Element x y z (Å)
C: -0.4664 -1.7797 -0.0857
O: -0.6642 1.3815 -1.0201
C: -1.0625 1.3644 0.3921
C: -1.7267 0.0817 0.6014
O: -0.5307 -0.7385 0.8473
Tb: 1.2973 0.0614 -0.3443
H: -0.6801 2.2762 -1.3689
H: -1.6472 2.2522 0.6500
H: -2.6141 0.0674 -0.0625
H: -2.2612 -1.1178 0.7901

Calculated values
Kohn-Sham gap (alpha / beta) = 6.53 / 6.15 eV
E_tot = -1090.93732 Ha
multiplicity = 7
HOMO level (alpha / beta) = -11.7 / -11.2 eV
net charge = +1
expectation value of S² = 13.075

=====

[13]
DFT (ωB97M-V with the def2-TZVPD basis set) results for 2 unconnected molecules or ions with the total composition C3H4O3 in a non-equilibrium geometry.

Element x y z (Å)
C: -2.9852 1.3030 -0.1730
C: 0.0743 -1.6539 -0.0442
C: 1.5433 0.3017 0.4000
O: -3.5481 0.4134 0.2468
O: -0.5528 -0.9923 -0.9165
O: 1.0903 -1.0965 0.5520
H: -0.4708 -0.0434 -1.2118
H: 2.5660 0.0916 0.5417
H: 1.0830 0.9914 1.2615
H: 1.2001 0.6849 -0.6564

Calculated values
Kohn-Sham gap = 9.18 eV
E_tot = -342.31030 Ha
multiplicity = 1
HOMO level = -8.7 eV

=====

[14]
DFT (ωB97M-V with the def2-TZVPD basis set) results for a single C3H4O3 molecule in a non-equilibrium geometry.

Element x y z (Å)
O: -2.3610 -0.2433 -0.2234
C: -1.1603 -0.1111 -0.1641
C: -0.2481 1.1319 0.0611
O: 1.0094 0.5701 -0.4237
C: 0.9759 -0.8996 -0.0721
O: -0.4067 -1.2737 -0.0514
H: -0.1945 1.4938 1.2867
H: -0.5161 2.0156 -0.6233
H: 1.5418 -1.5898 -0.7633
H: 1.3595 -1.0939 0.9734

Calculated values
Kohn-Sham gap = 11.23 eV
E_tot = -342.38591 Ha
multiplicity = 1
HOMO level = -10.5 eV

=====

[15]
DFT (ωB97M-V with the def2-TZVPD basis set) results for a single C3H4O3 molecule in a non-equilibrium geometry.

Element x y z (Å)
O: 2.7464 -0.4456 -0.2550
C: 1.7513 0.1599 0.1283
C: 0.3717 -0.3220 0.2142
O: -0.5709 0.8633 -0.1218
C: -1.7550 0.1862 -0.0720
O: -1.8565 -1.0042 -0.0906
H: 1.6083 1.2894 0.0985
H: 0.2694 -1.1353 -0.5512
H: -0.1094 -0.5540 1.0791
H: -2.4555 0.9624 -0.4294

Calculated values
Kohn-Sham gap = 10.71 eV
E_tot = -342.35686 Ha
multiplicity = 1
HOMO level = -10.4 eV

=====

[16]
DFT (ωB97M-V with the def2-TZVPD basis set) results for a molecular structure, C3H4O3 in a non-equilibrium geometry.

Element x y z (Å)
O: -0.6981 -1.0452 0.4940
C: -0.4560 -0.1072 -0.6540
C: -0.1067 1.1810 0.0255
O: 1.0602 0.6469 0.6841
C: 1.0274 -0.5816 0.1464
O: 1.7720 -1.5011 0.2672
H: -0.5433 -1.9261 0.1112
H: -1.3890 -0.1093 -1.2659
H: -0.8099 1.5366 0.7822
H: 0.1820 1.9905 -0.6537

Calculated values
Kohn-Sham gap = 10.32 eV
E_tot = -342.31534 Ha
multiplicity = 1
HOMO level = -9.6 eV

=====

[17]
DFT (ωB97M-V with the def2-TZVPD basis set) results for a single C3H4O3 molecule.

Element x y z (Å)
O: 2.2266 0.1497 -0.6805
C: 1.1665 0.0907 -0.1458
O: 0.4404 1.2539 0.2002
C: -0.1388 2.0029 -0.7180
C: -0.8228 -1.0173 0.6307
O: 0.5592 -1.0147 0.2399
H: -1.1242 -0.0668 1.0718
H: 0.0685 1.4944 -1.6994
H: -0.9226 -1.8184 1.3611
H: -1.4331 -1.2376 -0.2496

Calculated values
Kohn-Sham gap = 9.42 eV
E_tot = -342.30675 Ha
multiplicity = 1
HOMO level = -9.4 eV

=====

[18]
DFT (ωB97M-V with the def2-TZVPD basis set) results for a molecular structure, C3H4O3Rh in a non-equilibrium geometry.

Element x y z (Å)
H: -0.6541 0.5308 -1.9748
O: -0.0247 0.9500 2.7718
O: -1.7635 -0.4506 -0.5605
C: -0.6584 -0.3335 -1.2836
C: 0.9575 -0.0130 -0.1264
O: 1.0626 1.1310 0.7241
C: 0.2193 0.4668 1.6206
H: -0.3237 -1.2966 -1.7142
H: 1.6678 0.1775 -0.9433
H: 1.2394 -1.0274 0.1992
Rh: -1.7221 -0.1350 1.2871

Calculated values
Kohn-Sham gap (alpha / beta) = 8.91 / 6.82 eV
E_tot = -452.40861 Ha
multiplicity = 5
HOMO level (alpha / beta) = -13.8 / -15.0 eV
net charge = +1
expectation value of S² = 6.022

=====

[19]
DFT (ωB97M-V with the def2-TZVPD basis set) results for a single C3H4O3S molecule in a non-equilibrium geometry.

Element x y z (Å)
C: 0.8474 -0.5717 0.7977
C: 0.5190 0.0213 -0.3091
C: 0.4990 0.6686 -1.5718
O: -1.8118 0.4946 2.2867
O: 0.2129 -1.1398 1.7521
O: -1.7968 -0.7028 0.1652
S: -1.7223 -0.7898 1.6365
H: 1.9457 -0.5362 0.9193
H: -0.5612 0.8860 -1.7377
H: 0.8546 0.0395 -2.3921
H: 1.0133 1.6304 -1.5470

Calculated values
Kohn-Sham gap = 8.37 eV
E_tot = -740.48665 Ha
multiplicity = 1
HOMO level = -9.8 eV

=====

[20]
DFT (ωB97M-V with the def2-TZVPD basis set) results for a single C3H4O3S molecule in a non-equilibrium geometry.

Element x y z (Å)
O: 1.4849 1.2942 -0.4391
C: 1.1644 0.1548 -0.2392
O: 2.1463 -0.7558 -0.2127
C: -0.2031 -0.5085 0.0786
C: -1.4552 0.3429 -0.0360
O: -1.2616 1.6487 0.0938
S: -2.9524 -0.2696 -0.3247
H: 1.7537 -1.4983 0.3346
H: -0.0336 -0.8544 1.0983
H: -0.3488 -1.3865 -0.4599
H: -0.2946 1.8325 0.1062

Calculated values
Kohn-Sham gap = 9.04 eV
E_tot = -740.61713 Ha
multiplicity = 1
HOMO level = -9.1 eV